C2H5N3O2 as an isolated structure in a non-equilibrium geometry, computed with the ωB97M-V functional and the def2-TZVPD basis.

Calculated values
- HOMO-LUMO gap (eV) = 8.5
- energy above the lowest of the compared OMol25 structures with the same formula, charge and spin (eV) = 4.072
- strongest force on any atom (eV Å⁻¹) = 5.54
- E_LUMO (eV) = 0.42
- spin multiplicity = 1
- HOMO (hartree) = -0.298

Atoms and positions in Å:
C -1.20 0.16 0.55
C 2.03 -0.30 -1.53
N -1.68 -0.43 1.68
N 0.80 0.86 -0.66
N 0.02 0.27 0.20
O 2.10 0.26 -2.55
O 2.17 -1.23 -0.81
H -1.75 1.05 0.04
H -2.60 -0.82 1.42
H -1.01 -1.07 2.14
H 0.47 1.52 -1.39
H 0.66 -0.27 0.90

Atomic partial charges in e from the Löwdin method, atoms 1 to 5:
1. C -0.242
2. C -0.612
3. N 0.065
4. N -0.002
5. N -0.108

---

C2H5N3O2 in the gas phase in a non-equilibrium geometry, computed with the ωB97M-V functional and the def2-TZVPD basis.

Calculated values
- HOMO-LUMO gap (eV) = 10.5
- energy above the lowest of the compared OMol25 structures with the same formula, charge and spin (eV) = 3.615
- SMILES = [H]/N=C(/N)O/C=N\O
- strongest force on any atom (eV Å⁻¹) = 2.75
- E_LUMO (eV) = 0.67
- spin multiplicity = 1
- HOMO (hartree) = -0.360

Atoms and positions in Å:
H -0.24 2.58 -1.29
N 0.37 2.31 -0.54
C 0.20 1.17 -0.07
N 0.90 0.59 0.95
O -0.76 0.37 -0.65
C -1.26 -0.62 0.14
N -0.82 -1.82 0.18
O 0.30 -2.00 -0.65
H 1.25 -0.33 0.54
H 1.75 1.16 1.16
H -2.16 -0.43 0.76
H 0.47 -2.97 -0.53

Atomic partial charges in e from the Löwdin method, atoms 1 to 5:
1. H 0.048
2. N 0.158
3. C -0.586
4. N 0.125
5. O 0.021

---

C2H5N3O2 in the gas phase in a non-equilibrium geometry, computed with the ωB97M-V functional and the def2-TZVPD basis.

Calculated values
- HOMO-LUMO gap (eV) = 9.7
- energy above the lowest of the compared OMol25 structures with the same formula, charge and spin (eV) = 9.311
- strongest force on any atom (eV Å⁻¹) = 5.53
- E_LUMO (eV) = 0.84
- spin multiplicity = 1
- HOMO (hartree) = -0.326

Atoms and positions in Å:
C -0.33 -1.28 0.21
C 0.47 -0.22 0.09
N -0.68 1.41 0.17
N -2.20 -0.24 -0.41
N 1.79 0.04 0.22
O -1.71 -1.28 0.32
O -1.90 0.97 0.42
H 0.27 -2.21 0.34
H -0.54 1.95 -0.72
H -3.22 -0.53 -0.25
H 2.02 0.01 1.21
H 1.87 0.96 -0.19

Atomic partial charges in e from the Löwdin method, atoms 1 to 5:
1. C -0.117
2. C -0.181
3. N -0.032
4. N -0.007
5. N 0.072

---

A 2-piece molecular cluster, C2H5N3O2 overall in a non-equilibrium geometry, computed with the ωB97M-V functional and the def2-TZVPD basis.

Calculated values
- HOMO-LUMO gap (eV) = 10.3
- energy above the lowest of the compared OMol25 structures with the same formula, charge and spin (eV) = 6.374
- SMILES = C#[N+][O-].NNC=O
- strongest force on any atom (eV Å⁻¹) = 4.13
- E_LUMO (eV) = 0.56
- spin multiplicity = 1
- HOMO (hartree) = -0.357

Atoms and positions in Å:
C -1.20 1.05 -0.85
N -1.88 1.14 0.07
O -2.75 1.32 0.81
H -0.82 1.02 -1.85
N 0.34 -1.36 0.92
N 0.95 -0.73 -0.20
C 1.16 0.57 -0.04
O 1.82 1.25 -0.75
H 1.19 -1.87 1.32
H -0.43 -2.06 0.75
H 0.94 -1.19 -1.15
H 0.66 0.88 0.95

Atomic partial charges in e from the Löwdin method, atoms 1 to 5:
1. C 0.104
2. N -0.216
3. O 0.054
4. H 0.107
5. N -0.004

---

C2H5N3O2 in the gas phase in a non-equilibrium geometry, computed with the ωB97M-V functional and the def2-TZVPD basis.

Calculated values
- HOMO-LUMO gap (alpha / beta) (eV) = 5.5 / 8.3
- energy above the lowest of the compared OMol25 structures with the same formula, charge and spin (eV) = 1.469
- strongest force on any atom (eV Å⁻¹) = 7.14
- <S²> = 2.01
- E_LUMO (alpha / beta) (eV) = 0.70 / -2.00
- spin multiplicity = 3
- HOMO (alpha / beta) (hartree) = -0.175 / -0.378

Atoms and positions in Å:
C 2.52 0.03 -0.07
C -0.02 0.36 0.30
N 1.46 0.40 0.28
N -1.60 -1.42 0.26
N -0.59 1.48 -0.43
O 3.60 -0.29 -0.31
O -0.41 -0.81 -0.32
H -0.30 0.22 1.38
H -1.61 -2.47 0.24
H -2.41 -0.89 0.27
H -0.61 1.10 -1.36
H -0.02 2.30 -0.25

Atomic partial charges in e from the Löwdin method, atoms 1 to 5:
1. C -0.362
2. C -0.475
3. N 0.187
4. N 0.161
5. N 0.084

---

C2H5N3O2S in the gas phase in a non-equilibrium geometry, computed with the ωB97M-V functional and the def2-TZVPD basis.

Calculated values
- HOMO-LUMO gap (eV) = 9.7
- energy above the lowest of the compared OMol25 structures with the same formula, charge and spin (eV) = 4.993
- SMILES = NNC(=O)NOC=S
- strongest force on any atom (eV Å⁻¹) = 6.27
- E_LUMO (eV) = 0.12
- spin multiplicity = 1
- HOMO (hartree) = -0.353

Atoms and positions in Å:
N 2.56 -0.36 -0.16
N 1.13 -0.55 -0.11
C 0.56 0.62 0.02
O 1.15 1.70 -0.19
N -0.65 0.83 0.84
O -1.19 -0.59 0.48
C -2.40 -0.58 -0.04
S -3.59 0.49 -0.26
H 2.53 -0.62 -1.28
H 2.74 0.72 0.04
H 0.90 -1.47 0.48
H -1.24 1.51 0.46
H -2.51 -1.71 -0.28

Atomic partial charges in e from the Löwdin method, atoms 1 to 5:
1. N -0.008
2. N -0.062
3. C -0.542
4. O 0.015
5. N 0.200

---

C2H5N3OS in the gas phase in a non-equilibrium geometry, computed with the ωB97M-V functional and the def2-TZVPD basis.

Calculated values
- HOMO-LUMO gap (eV) = 9.4
- energy above the lowest of the compared OMol25 structures with the same formula, charge and spin (eV) = 4.041
- SMILES = [H]/N=C(\N)SNC=O
- strongest force on any atom (eV Å⁻¹) = 6.45
- E_LUMO (eV) = 0.04
- spin multiplicity = 1
- HOMO (hartree) = -0.345

Atoms and positions in Å:
H 1.88 -1.07 -0.09
N 1.07 -0.33 -0.21
C 0.31 -0.42 0.77
N 0.57 -0.97 1.93
S -1.24 0.60 0.87
N -0.84 1.13 -0.70
C -1.06 0.41 -1.86
O -0.26 0.86 -2.77
H 1.81 -0.85 2.01
H -0.29 -0.74 2.63
H -0.31 1.95 -0.70
H -1.65 -0.55 -1.88

Atomic partial charges in e from the Löwdin method, atoms 1 to 5:
1. H 0.115
2. N 0.069
3. C -0.896
4. N -0.016
5. S 0.921

---

C2H5N3OS2 in the gas phase in a non-equilibrium geometry, computed with the ωB97M-V functional and the def2-TZVPD basis.

Calculated values
- HOMO-LUMO gap (eV) = 9.1
- energy above the lowest of the compared OMol25 structures with the same formula, charge and spin (eV) = 4.648
- SMILES = O/N=C\N(S)/C=N\S
- strongest force on any atom (eV Å⁻¹) = 3.78
- E_LUMO (eV) = 0.58
- spin multiplicity = 1
- HOMO (hartree) = -0.315

Atoms and positions in Å:
O -1.33 1.13 1.56
N -0.18 0.53 1.92
C 0.69 0.49 0.96
N 0.33 0.70 -0.42
S 0.35 2.27 -0.89
C 0.42 -0.37 -1.39
N 0.26 -1.57 -1.23
S -0.12 -2.60 -0.01
H -1.95 0.95 2.35
H 1.47 -0.22 1.36
H -0.94 2.68 -1.14
H 0.60 -0.05 -2.54
H 0.40 -3.91 -0.53

Atomic partial charges in e from the Löwdin method, atoms 1 to 5:
1. O -0.089
2. N -0.038
3. C -0.263
4. N -0.529
5. S 0.798

---

An isolated ion of composition C2H5N3P and charge +1 in a non-equilibrium geometry, computed with the ωB97M-V functional and the def2-TZVPD basis.

Calculated values
- total charge = +1
- HOMO-LUMO gap (eV) = 8.1
- energy above the lowest of the compared OMol25 structures with the same formula, charge and spin (eV) = 3.719
- strongest force on any atom (eV Å⁻¹) = 4.53
- E_LUMO (eV) = -5.98
- spin multiplicity = 1
- HOMO (hartree) = -0.516

Atoms and positions in Å:
C -1.24 -0.51 -0.22
C 0.63 0.88 -0.27
N -0.16 -2.24 -1.01
N -0.63 0.64 -0.76
N 1.12 -0.04 0.55
P 0.07 -1.66 0.38
H -2.20 -0.79 -0.66
H 1.06 1.80 -0.46
H -0.83 1.35 -1.44
H 2.12 -0.02 0.90
H 0.10 -1.93 1.78

Atomic partial charges in e from the Löwdin method, atoms 1 to 5:
1. C -0.096
2. C -0.104
3. N -0.157
4. N 0.027
5. N -0.015

---

C2H5N3P2 in the gas phase in a non-equilibrium geometry, computed with the ωB97M-V functional and the def2-TZVPD basis.

Calculated values
- HOMO-LUMO gap (eV) = 8.8
- energy above the lowest of the compared OMol25 structures with the same formula, charge and spin (eV) = 0.508
- SMILES = C1CN1[P@]12=P(=N1)N2
- strongest force on any atom (eV Å⁻¹) = 5.71
- E_LUMO (eV) = -0.13
- spin multiplicity = 1
- HOMO (hartree) = -0.330

Atoms and positions in Å:
C 1.77 -0.29 -0.61
C 1.27 0.83 0.23
N 0.63 -0.34 0.32
P -0.97 -0.69 -0.49
P -3.05 0.48 0.23
N -1.82 0.82 -0.71
N -2.16 -0.84 0.85
H 1.51 -0.24 -1.68
H 2.61 -0.88 -0.13
H 2.03 1.22 0.92
H 0.71 1.63 -0.28
H -2.53 -1.70 1.35

Atomic partial charges in e from the Löwdin method, atoms 1 to 5:
1. C -0.189
2. C -0.310
3. N -0.307
4. P 0.764
5. P 0.684